1.
A cluster of 2 separate species, C6H13NO2 in total at a distorted geometry, computed with ωB97M-V/def2-TZVPD.

Last column: natural (NBO) charge in e.
Geometry (Å):
C -0.83005 1.57390 -0.44494  0.310
H -1.82321 2.59281 1.16110  0.211
H 0.36658 -3.73798 0.01012  0.183
C 0.86514 0.36341 -1.38484  -0.220
H -0.39505 -1.27421 1.15011  0.479
H 1.64152 -0.34439 0.93592  0.375
H -2.90493 1.09870 -0.64609  0.228
H -1.54924 3.58636 -0.27134  0.216
H 1.89279 0.05501 -1.33313  0.168
H 0.30626 0.09102 -2.26244  0.165
C -1.11479 2.80039 0.35551  -0.665
H -1.82347 -0.30450 -0.69008  0.247
O 0.43019 1.22004 -0.46907  -0.395
H 2.58860 -3.01960 0.77249  0.194
H 2.86840 -0.99568 1.84623  0.377
C -1.93753 0.73350 -0.98708  -0.703
N 1.91609 -1.12455 1.52993  -0.865
C 1.73170 -2.37149 0.88332  -0.142
H -0.19489 3.18711 0.79615  0.227
C 0.52977 -2.78678 0.49028  0.087
H -1.93752 0.73097 -2.09425  0.215
O -0.62637 -2.07409 0.65212  -0.691

As for the energy relative to the best compared isomer or geometry (same formula, charge and spin): 4.9942 eV. Its HOMO energy (alpha / beta) is -7.28 / -6.76 eV. The total charge is 0. The max |F| is 2.1 eV/A. As for the HOMO-LUMO gap (alpha / beta): 0.2992 / 0.2790 Eh.

2.
A structure of composition C27H25FeNO at a distorted geometry, computed with ωB97M-V/def2-TZVPD.

Last column: Löwdin spin population.
Geometry (Å):
C 2.89113 -0.65666 -0.50399  0.008
C 0.79006 0.29099 2.49261  0.058
C -0.78152 -0.37213 5.59341  0.400
C -0.26912 -0.54664 2.97599  0.369
H 1.02703 -1.41456 6.13107  0.014
C -3.36245 0.69596 1.24465  -0.003
H -7.15558 0.41977 0.30053  0.005
C -3.63666 -1.66997 1.81189  -0.004
C 4.03993 -0.57648 0.38007  0.022
H -1.56314 1.60218 1.94008  0.005
C -2.20142 -3.67767 6.71480  0.180
H -4.26197 -2.55741 1.76079  0.010
C -3.57330 -3.39614 6.72256  0.305
C -1.72131 -1.40422 5.94839  0.015
H 4.50607 -1.69767 2.29894  -0.001
C -3.11638 -1.13580 5.96528  0.106
H 0.62730 -0.02388 7.16986  0.032
C -1.55554 -0.53092 2.36546  0.027
H -5.68607 1.18825 -0.38865  0.004
C -1.27931 0.86464 5.15665  0.060
C 2.09645 0.49436 3.14244  0.027
C -4.17155 -0.46493 1.28859  0.099
C -1.28224 -2.70500 6.33591  0.144
H -3.47265 -0.14368 5.66970  0.012
Fe 2.36726 -0.14010 1.32704  1.065
H -2.02562 -2.58908 2.86830  0.011
C 3.80686 -1.47548 1.49883  -0.006
H -1.84123 -4.66084 7.01954  0.078
C -2.11388 0.66650 1.82842  0.094
C 0.84285 1.07575 1.24001  0.001
H 2.35869 2.54873 0.45521  0.011
C -6.13251 0.73596 0.50689  0.032
H 2.78243 -0.15201 -1.46026  0.004
H -5.07198 -1.84798 6.47446  0.042
H 0.01342 1.14572 0.54421  0.000
H -3.72594 1.61153 0.77065  -0.002
H 4.94470 -0.00014 0.20503  0.009
C 2.07802 1.81509 1.20739  0.043
C 1.94930 -1.60522 0.06392  0.000
C 2.84488 1.46347 2.38868  0.030
H 2.36392 0.05894 4.09730  0.001
N -1.65093 1.91576 4.77197  0.175
H 1.02172 -1.94134 -0.39157  0.002
C -2.38999 -1.68483 2.37937  0.079
O -5.45981 -0.49525 0.86045  0.057
H 0.01642 -1.42399 3.57081  0.021
C 2.51435 -2.11192 1.30186  0.038
C 0.60367 -0.40345 6.13488  0.071
C -4.01768 -2.10818 6.39440  0.090
H -6.11544 1.45259 1.33776  0.005
H -0.21306 -2.93520 6.32443  0.033
H 2.08948 -2.89560 1.92042  0.013
H 3.79799 1.89285 2.68571  0.007
H -4.29212 -4.16826 7.00187  0.097
H 1.22786 0.25542 5.52528  0.004

As for the energy relative to the best compared isomer or geometry (same formula, charge and spin): 0.2318 eV. As for the spin multiplicity: 5. Its HOMO energy (alpha / beta) is 2.85 / -1.25 eV. As for the expectation value of S²: 6.105. The total charge is -2. The max |F| is 2.8 eV/A. As for the HOMO-LUMO gap (alpha / beta): 0.0618 / 0.1828 Eh.

3.
The ion C2H4NO2 with charge -1 at a distorted geometry, computed with ωB97M-V/def2-TZVPD.

Last column: natural (NBO) charge in e.
Geometry (Å):
H -0.22397 1.35826 -0.47409  0.229
O 1.59658 -0.45019 0.75229  -0.741
H 0.66310 0.13978 -1.18319  0.250
O -0.44999 0.02306 1.78856  -0.750
N -1.12922 0.27213 -2.20903  -0.778
H -0.67249 -0.52978 -2.53608  0.280
H -1.18304 -0.31119 -0.94890  0.379
C 0.33404 -0.18827 0.77193  0.812
C -0.30933 0.33079 -0.72549  -0.682

As for the energy relative to the best compared isomer or geometry (same formula, charge and spin): 5.4663 eV. Its HOMO energy is -3.84 eV. The total charge is -1. The max |F| is 6.0 eV/A. As for the HOMO-LUMO gap: 0.2987 Eh.

4.
A cluster of 9 separate species, C6H31O9 in total at a distorted geometry, computed with ωB97M-V/def2-TZVPD.

Last column: natural (NBO) charge in e.
Geometry (Å):
H -4.03254 0.36137 0.97224  0.509
H 1.99674 -2.52003 -3.76895  0.199
H 4.44624 -0.98057 -0.50117  0.217
H -3.07535 0.36101 4.42114  0.244
H 1.33244 1.97489 0.54149  0.459
O -3.61879 0.53330 0.12638  -0.952
C 2.57414 -2.70744 -2.86364  -0.655
O -1.20152 0.11863 -0.43185  -0.806
O -0.58293 -0.43026 3.97345  -0.721
H -1.85384 2.89949 -1.30140  0.491
H 0.41253 -1.82869 1.97785  0.486
C -1.18237 0.66031 3.28338  0.103
H 1.41890 -0.86338 -2.00960  0.467
H -3.24079 1.44410 3.04973  0.207
H -3.12352 -0.18005 2.71167  0.178
H -0.43765 -1.28317 -3.49069  0.511
H -2.11795 0.28258 -0.19762  0.542
H 1.89806 -3.32401 -2.27132  0.219
H -2.97569 2.75853 -2.30812  0.502
O 2.23980 -0.71094 -1.53579  -0.747
O -0.35081 -1.97812 1.41998  -0.967
H -0.69253 -0.34863 0.23464  0.573
O 1.79381 1.13894 0.60887  -0.956
H -0.92485 -2.53729 1.94347  0.497
O -0.04379 1.92829 -3.41606  -0.992
H 4.91474 -2.47208 -1.36266  0.206
H 2.23422 1.03917 -0.23512  0.497
H -1.08768 -0.20666 -1.32785  0.553
H -0.83409 2.02153 -2.88413  0.481
C 4.07739 -1.85338 -1.03993  -0.614
H -4.24941 1.07976 -0.34259  0.505
H 0.35783 2.79708 -3.40349  0.491
H -1.03552 2.05594 4.99345  0.220
H 3.39267 -3.36819 -3.14914  0.234
H -0.60427 2.73940 3.40813  0.193
H -0.36081 0.19847 -3.18947  0.516
H -0.87065 0.78950 2.24692  0.137
O -2.12137 2.39757 -2.07129  -0.949
H 0.31788 -0.52758 3.65618  0.464
H 0.48852 1.61791 4.35940  0.223
C -2.72166 0.55539 3.40862  -0.624
H 3.87833 -0.94910 -2.92700  0.179
C 3.21795 -1.47425 -2.23693  0.083
O -0.72629 -0.62285 -2.86069  -0.991
C -0.52766 1.86096 4.04890  -0.621
H 3.60212 -2.44748 -0.25937  0.210

As for the energy relative to the best compared isomer or geometry (same formula, charge and spin): 0.7806 eV. Its HOMO energy is -12.77 eV. The total charge is +1. The max |F| is 3.0 eV/A. As for the HOMO-LUMO gap: 0.3536 Eh.

5.
A structure of composition C28H59ClP2PtSi2 at a distorted geometry, computed with ωB97M-V/def2-TZVPD.

Last column: Löwdin spin population.
Geometry (Å):
C -1.15906 -1.97648 3.31133  0.012
H -2.07927 4.90743 -2.19345  0.002
P -0.69932 -2.37286 0.51015  0.110
H 1.51858 -4.31352 -3.78053  0.000
C 1.35209 -0.16057 1.23002  0.198
H -1.32473 2.53119 -2.12265  0.004
H 3.85667 -2.50867 -0.70394  0.000
H -2.32315 -3.21676 2.02091  0.000
H -1.69795 3.03355 3.70082  0.000
C 0.89349 -3.21419 0.08147  0.048
C -3.31014 -2.97121 -0.66597  0.002
H 3.82609 -4.13879 -1.42184  0.000
C -1.18885 3.24674 1.62662  0.003
H -3.13838 0.89022 0.34390  0.009
H -0.82073 5.05358 2.70649  0.000
C -0.49638 -4.26035 2.59222  0.001
C 3.49278 -3.09873 -1.55551  0.003
H -0.17408 2.17854 3.25295  0.001
H -1.39680 -2.97378 -1.66123  0.003
H -3.62344 2.88708 -0.12793  0.000
H -2.58663 -0.10826 -1.08315  0.037
H 1.73149 2.49673 0.31877  0.000
H -1.74528 -1.07146 3.03057  0.005
H 0.57028 -4.03761 2.72545  0.001
H -0.12664 -1.68447 3.54778  0.002
C -3.23537 2.76566 -1.14763  0.002
H -3.75662 3.48917 -1.79402  0.001
Cl -3.39947 0.18009 2.69270  0.266
C -1.18216 2.45581 2.91663  0.010
C 1.09220 -1.41991 -2.41733  0.407
C 3.51258 0.96234 1.97327  0.013
C 1.01256 -4.40196 -2.80977  0.009
H -3.14179 -0.85919 0.49171  0.010
C 1.79598 0.45822 3.70760  0.004
H -0.94022 -1.69045 -3.33318  0.010
H 3.82420 3.75568 -2.24793  0.001
H -3.54008 -2.04490 -1.19048  0.001
C 1.87819 -0.24812 -2.28207  0.370
H -0.49691 4.86593 -1.41886  0.001
H 2.91016 -0.22329 -1.94870  0.014
H -0.08502 3.68784 -3.64135  0.000
H 3.93783 1.75128 2.61899  0.002
P -0.65494 2.24658 0.12820  0.112
C -1.81015 -3.29465 -0.68768  0.026
H -2.04884 -5.14110 0.44802  0.000
H 3.72494 1.22161 0.92903  0.000
H 1.19957 4.83519 -3.17302  0.001
H -3.86364 -3.77314 -1.17941  0.001
C -1.53409 4.54605 -1.30976  0.007
H -1.79440 1.53651 2.78732  0.004
H -3.69819 -2.90434 0.35857  0.000
H 0.77720 -4.29790 0.22821  0.009
H 1.67174 -2.89910 0.78941  0.001
H -1.97355 5.04267 -0.43196  0.000
H -0.06893 -4.35976 -2.99091  0.000
C -2.61898 -0.02073 0.01992  0.261
C -1.67570 -4.81586 -0.53313  0.007
H 2.27320 1.22077 4.35329  0.000
H 3.94912 -2.70115 -2.47505  0.001
H -1.66306 -2.36646 4.21040  0.001
C -1.25305 -2.99830 2.19059  0.004
H -0.60206 -5.08458 1.88678  0.001
C -0.14250 -1.01584 -3.02230  0.367
H 0.99209 3.99779 -0.25405  0.008
C 2.00148 0.83219 2.23685  0.026
C -1.72338 3.02264 -1.21628  0.027
H -0.87814 -4.60554 3.55960  0.000
C 3.51235 2.70589 -2.12761  0.004
H -0.66548 -5.19703 -0.67199  0.001
H 0.73887 0.39549 3.98182  0.001
C 0.99103 3.78997 -3.45131  0.006
Si 1.64350 2.60882 -2.16264  0.045
H 1.87226 -0.06080 0.26597  0.023
H -2.30043 -5.30314 -1.29359  0.002
H -0.92520 1.01044 -3.58842  0.008
C -0.13617 0.39684 -3.15687  0.348
C -0.40192 4.54080 1.83119  0.001
H -0.45866 5.22899 0.98476  0.000
C 1.10640 0.88763 -2.63583  0.382
H 0.65248 4.32469 2.05098  0.001
H -3.50004 1.77227 -1.50950  0.001
H 1.25478 -5.39148 -2.39563  0.002
H 4.02473 0.01267 2.19777  0.000
Pt -0.65162 -0.03648 0.60065  0.628
H 2.26562 -0.51128 3.93324  0.000
C 0.98448 2.90516 -0.38543  0.050
Si 1.62466 -3.04863 -1.67913  0.052
H 3.92760 2.11907 -2.96178  0.001
H 1.53602 1.80959 2.07452  0.004
H -2.24157 3.47368 1.37926  0.000
H 1.57331 -1.16989 1.59365  0.009
H 3.93171 2.32616 -1.18817  0.000
H 1.51891 3.58549 -4.39141  0.000

As for the energy relative to the best compared isomer or geometry (same formula, charge and spin): 1.7730 eV. As for the spin multiplicity: 5. Its HOMO energy (alpha / beta) is -3.10 / -7.25 eV. As for the expectation value of S²: 6.017. The total charge is 0. The max |F| is 2.1 eV/A. As for the HOMO-LUMO gap (alpha / beta): 0.1257 / 0.1378 Eh.